# 1
The following is a quantum chemistry calculation of 2 unconnected molecules or ions with the total composition C2H10NS, from OMol25.

Last column: Löwdin charge in e.
Geometry (Å):
S1 0.3311 2.3218 2.1532  0.52
N1 0.1010 -1.0925 -0.5810  -0.04
C1 -1.1476 -1.0745 0.2727  0.02
C2 0.3892 0.2228 -1.2468  0.01
H1 -1.9548 -0.6572 -0.3219  0.11
H2 0.8464 2.9048 1.0746  -0.22
H3 1.4572 0.2624 -1.4359  0.11
H4 0.1523 0.9906 -0.5151  0.06
H5 0.0367 -1.8538 -1.2565  0.18
H6 0.8882 -1.3223 0.0260  0.17
H7 -0.9369 -0.4315 1.1232  0.08
H8 -1.3630 -2.0934 0.5808  0.11
H9 1.3834 1.5016 2.2885  -0.21
H10 -0.1831 0.3212 -2.1618  0.11

The value obtained for the molecular weight is 80.2 g/mol. The gap between HOMO and LUMO comes out at 0.355 hartree. The calculation puts the energy above the lowest of the compared OMol25 structures with the same formula, charge and spin at 0.434 eV. The LUMO energy comes out at -3.65 eV. The net charge is +1. The value obtained for the total energy is -14554.631 eV.


# 2
The following is a quantum chemistry calculation of 2 unconnected molecules or ions with the total composition C8H11N3O2 at a distorted geometry, from OMol25.

Last column: Löwdin charge in e.
Geometry (Å):
O1 -1.8488 -2.2651 -0.8967  0.27
O2 2.7416 -0.6415 -1.0893  -0.15
N1 -0.3714 -1.5004 0.6694  0.24
N2 -0.0528 -0.2392 1.1871  0.01
N3 -1.3253 -1.4019 -0.2308  -0.11
C1 -2.1834 2.5494 0.2578  0.05
C2 3.8428 -1.4450 -1.1537  -0.23
C3 -2.7007 0.5388 -1.0286  0.11
C4 -2.9015 1.8773 -0.7006  0.03
C5 -0.9527 0.6124 0.6588  -0.12
C6 -1.7058 -0.0853 -0.3307  -0.07
C7 0.9568 -0.0925 2.0307  0.34
C8 -1.1956 1.9085 1.0225  0.10
H1 1.4466 -1.1124 2.3666  0.20
H2 2.6491 -0.1211 -1.9441  0.13
H3 -0.6895 2.4122 1.7362  0.11
H4 -2.4302 3.5241 0.6151  0.14
H5 3.6408 -2.3731 -1.7096  0.08
H6 4.1859 -1.8009 -0.2203  0.06
H7 4.8453 -1.1888 -1.7153  0.13
H8 -0.1875 -2.4557 0.8800  0.22
H9 1.3258 0.8993 2.3667  0.16
H10 -3.6851 2.4268 -1.1450  0.13
H11 -3.4046 -0.0257 -1.6260  0.16

The value obtained for the molecular weight is 181.2 g/mol. The gap between HOMO and LUMO comes out at 0.176 hartree. The calculation puts the energy above the lowest of the compared OMol25 structures with the same formula, charge and spin at 1.446 eV. The LUMO energy comes out at -11.12 eV. The net charge is +2. The value obtained for the total energy is -17015.128 eV.


> Which of these has the lowest energy above the lowest of the compared OMol25 structures with the same formula, charge and spin?

C2H10NS


> Look up the gap between HOMO and LUMO of the second one.

0.176 hartree